Model one:
Below is 3 unconnected molecules or ions with the total composition C3H10O3, with properties calculated with ωB97M-V with the def2-TZVPD basis set.

Last column: natural (NBO) charge in e.
Cartesian coordinates (Å):
C: -1.35 -0.42 -0.70  -0.19
C: -0.56 -0.39 0.46  0.47
O: 0.44 0.60 0.57  -0.50
C: -0.45 -1.51 1.49  -0.71
H: -2.09 -1.28 -0.81  0.26
H: -1.05 0.11 -1.60  0.25
H: 0.07 1.38 0.03  0.53
H: 0.24 -1.15 2.43  0.30
H: -1.50 -1.37 1.96  0.29
H: -0.14 -2.41 0.98  0.29
H: 1.04 -1.24 -1.19  0.42
H: 1.74 -1.93 -2.27  0.48
O: 1.95 -1.44 -1.44  -0.89
H: 1.14 4.15 0.24  0.50
H: -0.15 3.47 0.05  0.45
O: 0.67 3.43 -0.23  -0.94

## Properties
charge	+1
HOMO-LUMO gap (spin up / spin down)	10.213 / 6.625	eV
LUMO level (spin up / spin down)	-0.1852 / -0.3166	Eh
⟨S²⟩	0.76
highest occupied orbital energy (spin up / spin down)	-15.251 / -15.242	eV
2S+1	2

Model two:
Below is 3 unconnected molecules or ions with the total composition C3H10O3, with properties calculated with ωB97M-V with the def2-TZVPD basis set.

Last column: natural (NBO) charge in e.
Cartesian coordinates (Å):
C: 0.83 1.62 -1.33  -0.70
C: -0.16 0.66 -0.84  0.06
C: 0.12 -0.70 -0.92  0.31
O: -0.80 -1.60 -0.76  -0.53
H: 0.31 2.43 -1.84  0.28
H: 1.52 1.16 -2.03  0.25
H: 1.30 2.14 -0.47  0.32
H: -1.12 0.95 -0.42  0.24
H: 1.12 -1.11 -1.04  0.21
H: -0.53 -2.42 -1.23  0.54
H: -2.33 -0.40 1.34  0.45
H: -3.19 0.82 1.79  0.48
O: -2.87 -0.05 2.06  -0.92
H: 2.27 0.17 1.89  0.49
H: 3.15 -0.66 0.85  0.48
O: 2.77 0.21 1.06  -0.96

## Properties
charge	+1
HOMO-LUMO gap (spin up / spin down)	10.093 / 6.687	eV
LUMO level (spin up / spin down)	-0.1705 / -0.2956	Eh
⟨S²⟩	0.75
highest occupied orbital energy (spin up / spin down)	-14.731 / -14.731	eV
2S+1	2

Which is most stable? The ranking, best first, is model two, model one.